H3N2O2P as an isolated structure in a non-equilibrium geometry. Source: OMol25; level of theory: ωB97M-V/def2-TZVPD.

Calculated values
- E_tot: -603.00847 Eh
- HOMO-LUMO gap: 10.095 eV
- E_HOMO: -10.32 eV
- Energy above the lowest of the compared OMol25 structures with the same formula, charge and spin: 403.2 kJ/mol

```
8
Properties=species:S:1:pos:R:3:forces:R:3:mulliken_charge:R:1
N 0.5083 0.1800 1.3141 1.118 -3.439 -1.492 -0.524
N -0.2021 0.1946 -1.2657 0.260 0.549 1.993 0.800
O 0.0364 1.3645 -0.9763 -0.530 -0.158 -1.569 -0.497
O -0.8456 -0.2607 -2.1616 -0.350 0.231 -1.145 -0.541
P 0.5308 -0.9312 -0.0090 -2.154 -1.249 2.162 0.099
H -0.3775 0.5813 1.3816 -0.987 1.528 0.598 0.298
H 1.3677 0.6912 1.3934 -0.290 0.586 0.162 0.283
H -1.0180 -1.8197 0.3234 2.933 1.952 -0.708 0.082
```
Positions in Å, forces in eV/Å.

---

A single C5H9P molecule in a non-equilibrium geometry. Source: OMol25; level of theory: ωB97M-V/def2-TZVPD.

Calculated values
- E_tot: -537.17975 Eh
- HOMO-LUMO gap: 9.997 eV
- E_HOMO: -8.92 eV
- SMILES: C1P[C@H]2C[C@@H]1C2
- Energy above the lowest of the compared OMol25 structures with the same formula, charge and spin: 88.2 kJ/mol

```
15
Properties=species:S:1:pos:R:3:forces:R:3:mulliken_charge:R:1
C -0.5999 1.0423 0.7730 3.675 -0.097 1.002 -0.788
C 1.0955 -0.2188 0.3459 -0.079 -0.089 -0.978 -0.712
C -0.9773 -0.8032 -0.8002 -0.710 -1.462 1.357 -0.741
C -0.3404 -0.4979 0.6576 -1.242 0.995 -2.280 -0.172
C 0.6600 1.0662 -0.3381 -0.559 1.869 0.788 -0.243
P -0.3290 0.5452 -1.8174 2.558 0.976 -1.038 -0.169
H -1.5759 1.4199 0.5626 -0.513 0.479 -0.242 0.359
H -0.1541 1.4152 1.7564 -0.966 -0.353 -1.152 0.268
H 1.7038 -0.1359 1.2085 0.643 0.501 0.909 0.304
H 1.5399 -0.8800 -0.3572 0.705 -0.985 -0.390 0.353
H -0.8421 -1.8218 -1.2612 0.035 0.893 0.796 0.364
H -2.0686 -0.6066 -0.7413 0.497 -0.349 -0.094 0.365
H -0.6058 -1.0874 1.4936 -0.463 -0.979 0.558 0.469
H 1.4934 1.8480 -0.5783 -1.966 -0.889 0.805 0.340
H 1.0202 0.1381 -2.3593 -1.616 -0.510 -0.042 0.002
```
Positions in Å, forces in eV/Å.

---

A 2-piece molecular cluster, C7H6BrFNO2 overall in a non-equilibrium geometry. Source: OMol25; level of theory: ωB97M-V/def2-TZVPD.

Calculated values
- E_tot: -3149.47920 Eh
- HOMO-LUMO gap: 6.278 eV
- E_HOMO: -3.08 eV
- Charge: -1
- Energy above the lowest of the compared OMol25 structures with the same formula, charge and spin: 0.0 kJ/mol

```
18
Properties=species:S:1:pos:R:3:forces:R:3:mulliken_charge:R:1
C -1.3223 -1.0758 0.1190 0.576 0.619 -0.005 -0.195
C -1.4937 -0.6276 -1.1848 -1.253 0.257 -0.394 -0.831
C -0.5748 -0.3079 0.9677 0.689 -0.138 1.374 -0.235
C 0.5639 -2.4437 -2.0329 -0.395 0.772 0.204 0.751
C -0.2984 1.2425 -0.8203 -2.064 -2.777 1.260 -0.897
C -0.1767 0.9993 0.6702 1.608 2.823 -2.450 1.627
C 1.1586 1.5967 1.1440 -2.026 0.125 2.073 -1.531
N -0.9932 0.5307 -1.6804 0.332 -0.399 1.662 -0.675
O -0.0395 -3.3055 -1.5876 -0.765 -2.086 0.612 -0.390
O 1.1362 -1.5555 -2.4662 1.340 1.090 -0.878 -0.378
F -1.0678 2.1239 1.4252 -0.748 -0.419 -0.116 -0.511
Br -0.0339 -0.8732 2.8137 -0.660 -0.358 -0.884 -0.341
H -1.6668 -2.0135 0.4778 -0.527 -0.712 -0.044 0.476
H -2.2996 -0.9700 -1.7989 -0.174 -1.067 -0.318 0.439
H -0.0169 2.0893 -1.2915 1.792 3.114 -0.558 0.589
H 1.9284 1.5625 0.4763 1.915 -0.466 -2.185 0.428
H 1.4174 1.0140 1.9955 0.672 -0.249 0.817 0.316
H 1.0753 2.6304 1.4863 -0.312 -0.127 -0.168 0.358
```
Positions in Å, forces in eV/Å.

---

An isolated ion of composition C2H3N2S and charge +1 in a non-equilibrium geometry. Source: OMol25; level of theory: ωB97M-V/def2-TZVPD.

Calculated values
- E_tot: -585.23258 Eh
- HOMO-LUMO gap: 8.788 eV
- E_HOMO: -15.32 eV
- Charge: +1
- Energy above the lowest of the compared OMol25 structures with the same formula, charge and spin: 254.2 kJ/mol

```
8
Properties=species:S:1:pos:R:3:forces:R:3:mulliken_charge:R:1
C 0.9711 0.7083 0.6520 5.467 1.206 -0.518 -0.521
C -0.1622 0.1732 0.8675 -0.473 0.640 -2.443 0.473
N 0.1631 -1.1239 -1.7663 3.177 -0.576 -2.275 -0.071
N -1.0951 -0.4282 0.3050 -5.852 1.047 1.078 -0.357
S -1.2128 -1.0532 -1.4979 -0.872 -0.020 0.752 0.484
H 1.9457 0.3172 1.0181 -1.028 -0.498 0.842 0.282
H 1.5456 1.5600 0.0403 -2.809 -1.132 0.884 0.317
H -2.1554 -0.1534 0.3813 2.389 -0.667 1.679 0.394
```
Positions in Å, forces in eV/Å.

---

A single C5H11NO molecule in a non-equilibrium geometry. Source: OMol25; level of theory: ωB97M-V/def2-TZVPD.

Calculated values
- E_tot: -327.07425 Eh
- HOMO-LUMO gap: 10.603 eV
- E_HOMO: -9.65 eV
- SMILES: CC[C@@H](C)NC=O
- Energy above the lowest of the compared OMol25 structures with the same formula, charge and spin: 149.9 kJ/mol

```
18
Properties=species:S:1:pos:R:3:forces:R:3:mulliken_charge:R:1
C -0.2086 -0.6992 -1.9147 0.369 -0.316 0.234 -1.190
C 0.6355 -1.0798 -0.6275 0.030 -0.274 -0.800 -0.615
C 0.1332 -0.1870 0.5204 -0.887 0.332 -1.063 0.502
C -0.8451 -0.6595 1.6011 -0.076 -0.081 0.147 -1.219
N 0.9152 0.9888 0.8577 -0.111 0.067 -0.103 -0.086
C 0.4026 2.1508 0.3644 -0.154 0.201 -0.134 -0.058
O -0.5765 2.2007 -0.3611 0.367 0.531 0.204 -0.546
H -1.2947 -0.7393 -1.7196 0.410 -0.192 0.102 0.331
H -0.0206 0.3351 -2.2464 0.157 -0.375 0.246 0.293
H -0.0006 -1.3696 -2.7508 0.063 -0.003 0.023 0.375
H 0.5056 -2.1427 -0.4272 0.092 -0.071 0.102 0.313
H 1.6881 -0.8950 -0.8470 0.045 -0.126 0.103 0.285
H -0.5390 0.2667 -0.1860 -0.658 0.810 0.912 0.009
H -1.1527 -1.6990 1.4620 0.106 0.070 -0.028 0.326
H -0.5316 -0.5303 2.6412 0.320 -0.111 -0.196 0.355
H -1.7342 -0.0313 1.4723 0.001 -0.228 0.293 0.304
H 1.6917 1.0227 1.5054 -0.241 -0.143 -0.167 0.233
H 0.9318 3.0678 0.6559 0.167 -0.089 0.126 0.387
```
Positions in Å, forces in eV/Å.

---

C46H41N2O5P2S2Se2Ti as an isolated structure in a non-equilibrium geometry. Source: OMol25; level of theory: ωB97M-V/def2-TZVPD.

Calculated values
- E_tot: -9394.77573 Eh
- HOMO-LUMO gap (alpha / beta): 5.994 / 6.523 eV
- Spin multiplicity: 3
- E_HOMO (alpha / beta): -3.70 / -4.52 eV
- Charge: -1
- Energy above the lowest of the compared OMol25 structures with the same formula, charge and spin: 179.1 kJ/mol
- ⟨S²⟩: 2.04

```
101
Properties=species:S:1:pos:R:3:forces:R:3:mulliken_spin:R:1
Ti -0.8062 0.2907 -0.5440 1.130 -3.099 -1.102 0.100
C -0.9323 3.3383 2.2064 0.046 -0.400 -0.314 0.005
C -1.2449 2.6207 0.9162 -0.543 1.577 0.726 0.252
O -0.7299 1.4472 0.7689 0.221 1.132 0.829 0.077
C -2.0484 3.2165 -0.0856 -0.134 -0.419 -0.596 0.049
C -2.5999 4.5111 0.0526 0.127 -0.139 0.034 0.163
C -3.2757 5.1201 -0.9749 -0.055 0.159 0.077 -0.089
C -3.4420 4.4672 -2.1957 0.072 -0.173 -0.016 0.161
C -2.9710 3.1790 -2.3504 0.154 -0.219 -0.045 -0.089
C -2.3111 2.5140 -1.3115 -0.538 1.535 0.483 0.148
O -1.9537 1.2613 -1.4430 -1.431 1.297 -0.827 -0.024
H -0.2111 2.7305 2.7487 -0.060 0.167 0.042 0.000
H -1.8352 3.4551 2.8095 -0.017 0.080 0.092 0.014
H -0.5004 4.3207 2.0190 -0.026 0.091 -0.016 0.008
H -2.4800 5.0221 0.9942 0.057 0.143 0.096 0.020
H -3.6697 6.1179 -0.8454 -0.030 0.073 0.059 -0.004
H -3.9465 4.9646 -3.0141 0.002 -0.029 -0.017 0.013
H -3.0906 2.6454 -3.2812 -0.038 -0.003 -0.042 -0.004
Se -2.4847 -1.3955 0.5375 -0.016 0.197 0.224 0.011
P -2.6666 -1.3171 -1.6727 -1.304 -0.661 0.226 0.102
Se 0.7304 0.3642 -2.4126 0.479 0.114 -0.324 0.826
C -4.2274 -0.3435 -1.8844 0.268 0.036 -0.125 -0.007
C -4.4414 0.2892 -3.1046 0.018 -0.105 0.107 -0.004
C -5.5584 1.0835 -3.2900 -0.187 0.043 -0.152 0.002
C -6.4653 1.2648 -2.2604 -0.071 0.088 -0.036 0.002
C -6.2626 0.6288 -1.0482 -0.101 -0.006 0.018 0.000
C -5.1565 -0.1788 -0.8657 0.058 -0.132 0.096 0.004
C -3.4169 -2.9491 -2.0807 0.510 -0.047 -0.120 0.015
C -3.7620 -3.1462 -3.4145 -0.014 -0.006 -0.008 0.001
C -4.2055 -4.3800 -3.8486 -0.127 -0.053 -0.128 -0.001
C -4.2979 -5.4372 -2.9561 0.036 -0.137 -0.044 0.002
C -3.9508 -5.2489 -1.6289 -0.127 -0.178 -0.056 -0.001
C -3.5124 -4.0118 -1.1934 0.007 0.158 0.163 0.001
H -3.7127 0.1865 -3.8997 0.064 0.016 -0.027 -0.001
H -5.7200 1.5813 -4.2357 0.034 0.054 -0.094 -0.001
H -7.3181 1.9139 -2.3968 -0.087 0.042 -0.035 0.000
H -6.9627 0.7631 -0.2357 -0.079 0.026 0.046 0.000
H -4.9999 -0.6728 0.0866 0.025 0.079 -0.069 -0.001
H -3.6704 -2.3245 -4.1135 -0.005 0.005 -0.078 -0.002
H -4.4791 -4.5237 -4.8852 0.011 -0.001 -0.062 0.000
H -4.6194 -6.4088 -3.3052 -0.061 -0.054 0.010 0.000
H -4.0213 -6.0694 -0.9280 0.006 -0.061 0.036 0.000
H -3.2344 -3.8651 -0.1571 0.033 -0.003 -0.020 0.001
O 0.5412 -0.8636 0.6722 0.186 -0.907 0.137 -0.023
C 1.7415 -1.4180 0.1787 0.920 -0.157 -0.277 0.011
C 1.4978 -2.3402 -0.9881 -0.099 -0.235 0.001 -0.018
C 2.5638 -2.7996 -1.7541 -0.136 -0.094 0.083 0.005
C 2.2969 -3.6374 -2.8177 -0.003 0.102 0.152 0.003
C 0.9859 -4.0198 -3.0506 -0.086 0.033 -0.036 -0.009
C -0.0036 -3.5352 -2.2144 0.031 -0.157 -0.174 0.017
N 0.2363 -2.7035 -1.2080 0.400 -0.082 0.275 -0.015
H -0.0709 -1.6064 0.8710 -0.017 0.149 -0.070 0.001
H 2.2649 -1.9735 0.9764 -0.181 0.199 -0.078 0.003
H 2.3753 -0.5820 -0.1372 -0.110 -0.139 0.091 0.004
H 3.5681 -2.4854 -1.5238 0.172 0.136 -0.012 0.001
H 3.0934 -3.9777 -3.4612 0.106 -0.060 -0.051 0.001
H 0.7326 -4.6731 -3.8694 -0.062 -0.087 -0.103 0.000
H -1.0366 -3.8253 -2.3592 -0.018 -0.019 -0.043 0.000
O 5.2354 3.4003 -3.7562 -0.269 -0.012 0.042 0.000
S 5.3159 2.7732 -2.4652 0.418 0.301 0.320 0.001
O 6.4690 1.9384 -2.2348 -0.224 -0.038 0.132 0.000
N 3.9218 1.9966 -2.0549 0.732 -0.075 -0.829 0.003
C 3.3414 2.5772 -1.0579 -0.731 -0.228 0.352 0.000
S 1.8598 2.1240 -0.3926 -0.136 0.175 0.269 0.230
C 4.0491 3.7346 -0.4642 0.567 0.598 0.169 0.005
C 3.7120 4.4917 0.6486 0.075 -0.115 -0.177 0.024
C 4.5600 5.5282 1.0130 -0.076 0.051 0.095 0.003
C 5.7070 5.8166 0.2855 0.036 -0.078 -0.114 0.000
C 6.0453 5.0496 -0.8221 0.195 0.075 -0.119 0.000
C 5.2096 4.0178 -1.1642 -0.471 -0.647 -0.224 -0.003
H 2.8138 4.2607 1.2043 -0.037 0.018 0.009 0.003
H 4.3240 6.1275 1.8792 -0.049 0.075 0.102 0.000
H 6.3411 6.6392 0.5809 0.056 0.069 0.052 0.000
H 6.9299 5.2415 -1.4086 0.159 0.109 0.003 0.000
C 0.4435 1.0116 4.8710 -0.069 -0.153 -0.200 0.000
P 0.5197 0.2623 3.1542 0.453 0.189 1.287 0.015
C 2.2903 -0.2251 3.3308 -0.366 -0.004 -0.211 -0.003
C 3.1628 0.5551 2.5782 -0.109 -0.019 0.047 -0.009
C 4.5316 0.4046 2.7007 0.153 0.002 0.066 0.002
C 5.0411 -0.5377 3.5771 0.098 -0.036 -0.061 0.000
C 4.1800 -1.3198 4.3304 0.033 -0.122 0.166 0.000
C 2.8090 -1.1605 4.2195 -0.011 -0.028 -0.016 -0.001
C -0.4513 -1.2382 3.5584 0.239 0.182 -0.230 0.007
C -1.7573 -1.0270 3.9944 0.064 0.030 0.029 -0.005
C -2.5781 -2.0914 4.3029 -0.091 -0.049 0.073 0.001
C -2.1129 -3.3877 4.1600 -0.047 -0.077 0.005 0.000
C -0.8405 -3.6085 3.6652 -0.062 -0.230 0.011 0.001
C -0.0164 -2.5420 3.3550 0.048 0.042 -0.001 0.002
H 0.7086 0.2763 5.6294 0.007 0.033 0.110 0.000
H -0.5570 1.3910 5.0668 -0.072 0.080 0.069 0.000
H 1.1491 1.8414 4.9101 0.002 0.051 0.003 0.000
H 2.7501 1.2838 1.8933 0.031 0.048 -0.110 -0.006
H 5.1982 1.0240 2.1205 0.073 0.063 -0.123 0.001
H 6.1092 -0.6693 3.6693 0.105 -0.004 0.024 0.000
H 4.5813 -2.0482 5.0232 0.017 -0.045 0.017 0.000
H 2.1479 -1.7618 4.8312 -0.032 -0.010 0.012 0.000
H -2.1346 -0.0169 4.0762 -0.049 0.082 0.049 -0.001
H -3.5832 -1.9145 4.6543 -0.127 0.033 0.016 0.000
H -2.7484 -4.2192 4.4210 -0.083 -0.131 -0.012 0.000
H -0.4867 -4.6197 3.5230 0.035 -0.083 -0.036 0.000
H 0.9708 -2.7320 2.9561 0.105 0.007 0.028 -0.001
```
Positions in Å, forces in eV/Å.